# C17H40BCl16InNO3

C17H40BCl16InNO3 as an isolated structure (ωB97M-V with the def2-TZVPD basis set, OMol25).

Calculated values
Charge = -1
Gap between HOMO and LUMO = 0.2297 hartree
Calculated total energy = -232125.5361 eV

The geometry in XYZ format:
```
79
C17H40BCl16InNO3 (ωB97M-V with the def2-TZVPD basis set)
H -3.958 -6.286 -0.140
C 0.769 7.427 -1.284
Cl 0.584 0.689 -6.392
H 6.485 2.509 -1.495
C -4.138 -0.574 1.390
In -0.130 -6.162 -0.720
H 0.309 2.021 -1.238
Cl -0.980 3.273 1.066
O -0.265 -4.464 2.157
H 1.016 -2.378 2.021
H 0.886 -0.826 -3.333
H -0.037 -1.787 -2.175
H -2.404 -1.153 0.237
H -1.612 1.475 -6.210
Cl 4.362 5.273 -0.282
Cl -0.270 6.351 -2.253
H 0.406 -6.451 -2.398
H -0.671 -4.378 5.192
H 6.214 4.111 -2.181
C 0.546 3.613 0.194
C 5.384 3.809 -0.212
C -2.787 -0.299 0.788
H -0.888 8.462 -0.387
H -0.094 -2.174 -5.211
H 1.066 6.869 -0.398
H 0.339 4.422 -0.501
Cl 4.362 2.690 -2.465
H 1.914 2.755 -1.180
Cl -2.533 -5.805 4.985
Cl -1.597 0.115 2.040
Cl -4.155 -2.059 2.367
H 4.837 3.048 0.337
H 6.277 4.070 0.349
O 0.859 -2.621 1.104
H 0.239 1.416 4.081
Cl 0.939 4.042 -6.957
C -0.010 -1.428 -3.200
H -0.916 -0.654 4.702
O 1.139 -4.784 0.253
C -0.640 1.955 -6.129
H -0.368 -5.982 5.859
H -2.251 -4.329 -0.273
H -1.041 -3.912 2.253
Cl -2.401 -3.194 7.171
H -4.456 0.246 2.027
H 0.257 -0.301 5.969
C -0.540 3.063 -7.143
H -2.853 0.551 0.111
H -0.110 -7.704 0.193
H 0.915 -3.117 -4.109
Cl -0.279 9.754 -2.258
C -1.393 -4.669 7.187
C 1.067 2.434 -0.580
B 0.558 -4.009 1.136
H -0.465 -4.411 7.694
H -1.383 3.739 -7.024
Cl 2.472 0.790 4.470
Cl 1.658 1.123 0.464
C 0.771 0.469 4.019
C 5.768 3.322 -1.583
H 0.758 0.133 2.994
C -2.221 -5.335 -0.651
N -3.021 -6.234 0.226
H 0.679 9.246 -0.180
H -0.524 2.322 -5.116
H -0.550 2.671 -8.155
H 1.272 3.958 0.925
H -4.869 -0.703 0.595
H -1.913 -5.419 7.774
C -0.011 -2.553 -4.197
Cl -1.345 -3.697 -3.936
H -2.657 -7.160 0.089
C 0.056 8.685 -0.872
H 1.658 7.646 -1.867
H -2.623 -5.315 -1.653
Cl -1.416 -0.344 -3.446
C 0.145 -0.557 4.920
Cl 0.898 -2.149 4.643
C -1.088 -5.168 5.802
```


# C17H40BrCuF6NO19S7

C17H40BrCuF6NO19S7 as an isolated structure (ωB97M-V with the def2-TZVPD basis set, OMol25).

Calculated values
2S+1 = 2
⟨S²⟩ = 0.76
Gap between HOMO and LUMO (spin up / spin down) = 0.3377 / 0.2382 hartree
Calculated total energy = -265496.4224 eV

The geometry in XYZ format:
```
92
C17H40BrCuF6NO19S7 (ωB97M-V with the def2-TZVPD basis set)
C 0.445 4.472 2.337
C -4.775 -2.319 4.735
O 3.043 -1.150 -0.033
C -2.717 -4.840 1.293
H 0.644 -1.707 -3.712
H 4.830 0.507 -4.209
O 1.481 1.226 0.601
O -0.519 -1.905 4.938
H 5.662 0.335 0.279
H 0.198 3.610 -0.751
O 2.359 1.399 -3.382
H -2.203 3.137 -3.385
H -2.979 -3.858 0.897
O 1.844 -0.247 4.899
S -4.225 -5.315 2.281
H -2.588 -5.642 0.566
H -3.286 3.541 -0.508
H 5.734 -1.083 1.289
F 3.079 -3.091 2.447
C -3.018 2.954 -1.387
C -4.738 -3.088 3.416
O -1.635 -1.734 2.793
H -0.253 2.836 -4.899
H -3.360 4.221 -3.055
O -3.557 0.632 0.498
H 4.979 -2.241 -3.255
C -3.027 -0.116 -2.129
H 1.642 4.588 -0.480
S 4.324 -1.572 -0.605
H -0.842 -0.105 -5.629
F -0.327 1.307 4.554
O -0.148 1.338 -3.657
O 3.116 -0.271 2.804
H -1.546 4.357 2.957
H -2.054 1.187 -5.363
H 4.140 -0.830 -4.842
H -3.819 0.537 -2.496
H 6.646 -1.002 -0.314
H 1.376 4.581 2.893
C -1.091 0.941 -5.809
H -1.089 1.159 -6.877
S -2.454 0.490 -0.435
H -2.155 -0.135 -2.783
H -5.725 -3.046 2.956
O 4.538 -0.740 -2.038
C 5.748 -0.751 0.251
F 1.311 -3.489 3.604
H -0.564 5.560 3.851
H -1.770 4.578 -2.305
H -0.499 3.824 4.189
O 4.718 -2.963 -0.768
H -3.939 2.396 -1.555
Br 0.642 -3.132 -0.868
H 1.346 -0.655 -5.120
C 5.108 -0.519 -4.449
C -1.308 0.602 4.053
F 3.053 -3.106 4.688
S 1.993 -0.835 3.609
F -2.274 0.562 4.900
S 1.685 2.625 0.860
H 0.261 5.357 1.727
C 1.356 -0.966 -4.075
H 0.963 1.673 -5.296
H -4.181 -2.492 2.694
H 5.868 -0.612 -5.225
O -2.039 2.054 -0.898
H -3.887 -1.719 4.933
O 0.885 0.151 -1.695
O 0.439 3.143 1.793
F -1.912 1.227 2.993
H -5.109 -2.849 5.627
O -5.485 -5.006 1.611
S -0.654 -1.170 3.656
N 0.727 -0.884 2.607
H 2.310 -1.350 -3.714
C 2.366 -2.776 3.596
H -5.523 -1.578 4.455
S 1.241 0.523 -3.080
O -1.281 -0.319 0.048
C -0.085 1.765 -5.009
H 6.469 -1.305 -2.919
H 1.806 3.143 -1.507
O 2.955 3.094 1.438
C -2.484 3.796 -2.564
H -3.379 -1.113 -1.865
C 5.394 -1.246 -3.090
O -4.092 -4.278 3.531
C 1.283 3.573 -0.653
Cu 0.814 -0.831 0.536
O -3.914 -6.629 2.854
C -0.571 4.569 3.397
H -1.741 -4.959 1.763
```


# C17H40BrN3O2

A 4-piece molecular cluster, C17H40BrN3O2 overall (ωB97M-V with the def2-TZVPD basis set, OMol25).

Calculated values
2S+1 = 2
Charge = +1
⟨S²⟩ = 0.75
Gap between HOMO and LUMO (spin up / spin down) = 0.1018 / 0.2625 hartree
Calculated total energy = -96875.2427 eV
ΔE to the lowest compared entry with this formula, charge and spin = 55.2 kJ/mol

The geometry in XYZ format:
```
63
C17H40BrN3O2 (ωB97M-V with the def2-TZVPD basis set)
H 20.137 -1.472 -7.511
H 21.153 -2.529 -10.955
H 19.095 -5.771 -9.834
H 21.379 -8.593 -6.052
H 20.182 -7.875 -3.913
C 20.875 -4.422 -10.027
H 19.709 -1.383 -4.549
H 21.858 -3.207 -1.302
H 15.192 -3.676 -9.920
H 16.853 -5.408 -7.983
N 20.999 -7.424 -4.298
H 23.806 -8.779 -2.485
C 16.014 -5.346 -8.676
C 22.453 -7.537 -3.645
H 21.778 0.033 -8.051
H 17.945 -1.178 -4.289
H 20.152 1.025 -9.338
C 20.322 -3.101 -10.542
C 21.361 -2.710 -2.135
H 18.093 -2.238 -7.866
H 16.937 -2.323 -10.072
H 16.139 -6.029 -9.516
H 22.109 -1.933 -2.290
H 20.829 0.268 -10.774
H 17.621 -3.842 -10.591
H 21.362 -3.419 -2.963
H 20.650 -6.549 -10.434
H 21.837 -4.603 -10.506
H 19.635 -5.558 -11.506
C 15.910 -3.836 -9.116
H 20.868 -6.449 -4.065
H 21.197 -4.436 -8.986
H 19.587 -3.193 -11.341
H 20.207 -7.353 -6.322
H 19.041 -0.263 -3.324
O 19.715 -1.432 -0.749
H 18.965 -3.715 -8.251
H 18.589 -0.526 -9.178
C 22.821 -8.857 -2.947
C 17.235 -3.311 -9.721
H 18.938 -3.243 -3.178
H 21.335 -2.668 -7.952
H 15.590 -3.139 -8.342
C 21.115 -7.576 -5.763
H 22.381 -0.961 -9.417
C 19.971 -5.697 -10.479
H 18.023 -2.263 -2.182
C 18.922 -1.232 -3.810
C 20.498 0.078 -9.753
H 21.955 -7.024 -6.186
C 19.313 -0.798 -9.945
C 18.406 -2.886 -8.685
C 20.754 -1.829 -8.335
O 23.200 -6.613 -3.782
H 22.847 -9.528 -3.805
H 18.832 -0.846 -10.922
Br 19.549 -4.461 -5.442
N 18.867 -2.340 -2.731
H 22.141 -9.341 -2.246
C 19.969 -2.157 -1.716
N 19.643 -2.240 -9.412
C 21.498 -0.629 -8.870
H 15.076 -5.408 -8.125
```


# C17H41BFN2O7

A 3-piece molecular cluster, C17H41BFN2O7 overall (ωB97M-V with the def2-TZVPD basis set, OMol25).

Calculated values
Charge = -1
Gap between HOMO and LUMO = 0.2495 hartree
Calculated total energy = -39001.7934 eV
ΔE to the lowest compared entry with this formula, charge and spin = 31.0 kJ/mol

The geometry in XYZ format:
```
69
C17H41BFN2O7 (ωB97M-V with the def2-TZVPD basis set)
C -0.374 3.194 0.591
C -2.830 2.999 5.718
H -1.825 -6.413 -6.711
C -1.261 -5.687 -4.791
C -1.796 1.311 0.864
C 0.742 -4.682 -7.327
C -1.186 -3.481 -2.588
H 0.821 -3.845 -8.019
H 3.619 2.225 1.110
H 0.967 1.027 0.975
H -0.643 4.140 0.115
H 1.158 -1.037 -2.074
H -1.669 -6.591 -4.327
O -1.327 3.276 4.085
C -0.936 -5.985 -6.240
H 0.618 -0.290 -0.578
H -3.214 3.117 6.729
C -0.691 -2.090 -4.474
H 1.643 3.859 0.758
F -2.876 4.272 2.504
O 2.671 -0.301 -0.924
O -1.139 2.172 -0.046
H -1.865 5.421 3.997
C 1.114 2.971 0.400
C 3.275 0.926 -0.560
H 3.188 0.577 1.536
H 2.613 4.728 5.725
H 0.628 -4.538 -2.256
H -3.109 2.037 5.281
H -1.336 -3.302 -1.520
H 0.415 -4.568 -4.585
O 2.879 3.991 5.154
H 1.386 -4.477 -6.465
H 1.306 2.871 -0.678
H -0.129 -6.719 -6.317
C 2.948 1.398 0.855
O -0.565 -2.310 -3.082
H -2.186 -3.596 -3.023
H -0.648 -1.014 -4.640
H 1.072 3.507 4.255
C -0.339 2.236 6.030
O -0.618 -4.799 -6.957
H -2.046 -4.920 -4.783
H -2.493 0.700 0.289
H -2.355 1.878 1.613
H 0.893 3.837 6.864
H 1.163 0.730 -1.940
H 3.062 1.694 -1.314
H 4.354 0.745 -0.600
H -0.676 1.758 6.945
H -1.132 4.228 5.896
H -1.641 -2.465 -4.862
C -0.342 -4.745 -2.715
N 1.581 1.811 1.149
C 1.335 -0.204 -1.399
H 2.072 2.155 4.671
C -1.344 3.234 5.479
H -0.631 3.272 1.651
C 1.018 2.905 6.320
B -2.395 4.306 3.831
O -3.411 3.977 4.855
H 1.095 -5.587 -7.830
H -0.810 -5.536 -2.121
H 0.137 -2.541 -5.028
C 1.750 3.133 5.015
N -0.075 -5.274 -4.052
H 1.630 2.243 6.928
H -1.093 0.642 1.375
H -0.148 1.494 5.262
```